(1)
Computed, not measured: 2 unconnected molecules or ions with the total composition C6H13NO, with ωB97M-V with the def2-TZVPD basis set.

Output
energy above the lowest of the compared OMol25 structures with the same formula, charge and spin = 307.3 kJ/mol
Kohn-Sham gap = 9.27 eV
structure (SMILES) = C=C/C=C/CNC.O

Structure (ORCA input):
```
! wB97M-V def2-TZVPD RIJCOSX def2/J DEFGRID3
* xyz 0 1
C -1.51186 3.14318 -0.09803
C -0.39414 2.47194 -0.37457
C -0.50250 1.21962 -1.22543
C -1.17639 0.13441 -0.88020
C -1.24060 -1.07742 -1.75290
N -0.76418 -2.29225 -1.09676
C 0.43012 -2.20363 -0.30943
H -2.51545 2.99387 -0.47395
H -1.46482 4.03686 0.52272
H 0.59024 2.79378 -0.07107
H -0.10339 1.56062 -2.16850
H -1.79047 0.08928 0.01067
H -2.25519 -1.28218 -2.14362
H -0.77923 -0.95935 -2.73971
H -1.51006 -2.85581 -0.72346
H 0.88387 -3.18015 -0.16246
H 0.33127 -1.72171 0.66827
H 1.26346 -1.61841 -0.72790
O 3.95383 -0.61648 4.24621
H 3.44949 0.20002 4.32392
H 3.82032 -1.10799 5.06127
*
```

natural (NBO) population analysis, charges in e, atoms 1 to 6: -0.394, -0.206, -0.222, -0.196, -0.257, -0.642


(2)
Computed, not measured: 2 unconnected molecules or ions with the total composition C13H25FN2O8P, with ωB97M-V with the def2-TZVPD basis set.

Output
Kohn-Sham gap = 5.83 eV

Structure (ORCA input):
```
! wB97M-V def2-TZVPD RIJCOSX def2/J DEFGRID3
* xyz -1 1
C 4.44191 -1.18258 -0.10860
C 3.10411 -2.01007 -0.67404
O 2.29437 -1.21815 -1.61461
P 1.23659 -0.09862 -0.75509
O 1.53087 -0.16084 0.82880
C -0.61100 -0.54926 -0.96100
C -1.48106 0.50635 -1.86419
C -3.11588 0.34439 -1.54962
N -3.37575 -1.16355 -1.61694
C -4.81658 -1.50415 -1.31056
C -5.09948 -2.02585 0.21871
O -4.21200 -2.62371 1.02548
C -3.87540 1.20111 -2.73279
O -4.71859 0.71051 -3.64548
O -3.57155 2.66576 -2.85344
C -3.56926 0.99332 -0.11414
C -2.71662 2.32068 0.34672
F -5.02078 1.41258 -0.08739
O 1.58129 1.48803 -1.43351
C 2.27759 2.33541 -0.45301
C 1.14066 3.02355 0.55710
H 4.18260 -0.78953 0.97713
H 5.36731 -1.90344 -0.14248
H 4.60303 -0.22236 -0.78058
H 2.48173 -2.50708 0.19246
H 3.55498 -2.91225 -1.30403
H -1.09299 -0.76674 0.10934
H -0.66993 -1.59808 -1.52825
H -1.11551 1.61723 -1.82669
H -1.35811 0.16301 -3.00105
H -3.04628 -1.54873 -2.52900
H -5.58845 -0.65212 -1.53390
H -5.10901 -2.40645 -2.03548
H -6.19369 -1.82498 0.65012
H -3.35537 0.16258 0.71605
H -3.35030 2.84940 1.20860
H -2.57168 3.12911 -0.48757
H -1.66103 2.08680 0.79962
H 2.80471 3.25053 -0.99724
H 3.13770 1.78360 0.14457
H 1.62028 3.71188 1.38119
H 0.39801 3.60534 -0.16254
H 0.49438 2.21918 1.12711
C 4.57776 -1.61818 4.46060
N 5.55237 -1.80500 3.35207
O 5.63989 -0.89788 2.51643
O 6.20211 -2.85711 3.35215
H 4.08008 -0.65427 4.33480
H 3.85549 -2.43523 4.40562
H 5.13645 -1.64418 5.39848
*
```

natural (NBO) population analysis, charges in e, atoms 1 to 6: -0.667, -0.083, -0.793, 2.207, -1.101, -0.784


(3)
Computed, not measured: a molecular structure, C6H7ClO, with ωB97M-V with the def2-TZVPD basis set.

Output
energy above the lowest of the compared OMol25 structures with the same formula, charge and spin = 402.3 kJ/mol
Kohn-Sham gap = 9.94 eV

Structure (ORCA input):
```
! wB97M-V def2-TZVPD RIJCOSX def2/J DEFGRID3
* xyz 0 1
C 1.36102 -0.08092 0.07759
C 0.27814 -0.37576 1.26027
C -0.61237 0.02349 0.03794
C 0.47510 -0.68051 -0.92883
C -0.34435 1.49467 -0.15243
C 0.94284 1.34321 -0.04280
H 3.17798 -0.77715 -0.95622
H 0.21464 0.11264 2.20474
H 0.19489 -1.52885 1.19608
H 0.48660 -0.18322 -1.95942
H 0.65384 -1.79415 -1.03457
H -1.04627 2.32766 -0.19265
H 1.66657 2.19359 -0.11894
O 2.70551 -0.57904 0.06018
Cl -2.32910 -0.35666 -0.06652
*
```

natural (NBO) population analysis, charges in e, atoms 1 to 6: 0.197, -0.382, -0.052, -0.407, -0.256, -0.189


(4)
Computed, not measured: 2 unconnected molecules or ions with the total composition C4H5N3O3, with ωB97M-V with the def2-TZVPD basis set.

Output
energy above the lowest of the compared OMol25 structures with the same formula, charge and spin = 430.8 kJ/mol
Kohn-Sham gap = 7.79 eV
structure (SMILES) = N/C=C1/C=NON1.O=C=O

Structure (ORCA input):
```
! wB97M-V def2-TZVPD RIJCOSX def2/J DEFGRID3
* xyz 0 1
N 0.55584 0.91684 0.81129
C -0.20438 0.03326 0.05028
C 0.17467 -0.38234 -1.15416
C -0.50942 -1.24582 -2.07193
N 0.20560 -1.40125 -3.14172
O 1.30730 -0.57386 -3.07947
N 1.26164 0.22485 -1.95827
H 0.40118 1.03069 1.84271
H 1.43976 1.18922 0.52106
H -1.26294 -0.28954 0.27724
H -1.50332 -1.58561 -1.92946
H 1.03403 1.13949 -2.34015
O -1.83071 1.03834 3.89145
C -0.93147 0.34428 4.04049
O -0.13779 -0.43855 4.24064
*
```

natural (NBO) population analysis, charges in e, atoms 1 to 6: -0.817, -0.014, -0.038, -0.041, -0.090, -0.228


(5)
Computed, not measured: a molecular structure, C3H3InO3, with ωB97M-V with the def2-TZVPD basis set.

Output
energy above the lowest of the compared OMol25 structures with the same formula, charge and spin = 150.6 kJ/mol
Kohn-Sham gap (spin up / spin down) = 7.21 / 5.49 eV

Structure (ORCA input):
```
! wB97M-V def2-TZVPD RIJCOSX def2/J DEFGRID3
* xyz 3 2
C 0.76354 0.07039 -0.21795
C 1.88848 0.43007 0.41848
O 0.66242 -0.47624 -1.40495
H 1.83640 0.93113 1.38398
H 2.86502 0.14627 0.01409
H -0.00489 -1.18118 -1.42039
O -2.25902 -0.11199 -0.00453
C -1.56001 0.46085 0.78151
O -1.45517 1.10218 1.74095
In -2.73677 -1.37148 -1.29120
*
```

Mulliken population analysis, charges in e, atoms 1 to 6: 0.459, -0.319, -0.122, 0.285, 0.363, 0.312


(6)
Computed, not measured: a molecular structure, C22H36B3FO15S, with ωB97M-V with the def2-TZVPD basis set.

Output
Kohn-Sham gap = 9.17 eV

Structure (ORCA input):
```
! wB97M-V def2-TZVPD RIJCOSX def2/J DEFGRID3
* xyz 0 1
C -0.77783 5.69521 1.84619
C -1.86817 4.60946 2.10389
B -1.96862 3.55930 0.93930
O -1.55117 3.74239 -0.38197
B -1.15206 2.48780 -0.86946
O -0.60306 1.50258 0.01442
B -1.34988 1.44902 1.16224
S -0.91751 0.40644 2.67725
O -0.91949 -0.98094 2.24953
O -1.88991 0.73157 3.70429
F 0.50218 0.83169 3.28345
O -2.48078 2.24004 1.22648
H -0.57861 6.20857 2.79285
H -1.16698 6.39380 1.09851
H 0.16247 5.24607 1.50876
H -2.84691 5.04275 2.37276
H -1.55133 4.05544 3.00519
H -1.30391 2.19286 -2.00209
O 0.77570 -5.77233 -1.68649
C 0.47831 -5.10511 -0.73751
O 1.24838 -4.09495 -0.27257
C 0.67482 -3.55876 0.93737
C -0.79193 -3.93954 0.88612
C -0.74739 -5.26599 0.13543
H 1.18500 -4.00360 1.78984
H 0.81801 -2.48033 0.96066
H -1.25313 -4.00022 1.87014
H -1.34639 -3.20270 0.30066
H -0.58970 -6.11120 0.80674
H -1.63472 -5.42539 -0.47196
O -1.07915 2.34823 -4.09374
C -0.51661 1.31647 -4.34050
O 0.82597 1.20330 -4.38458
C 1.19841 -0.12834 -4.81143
C -0.01138 -0.99128 -4.49327
C -1.16280 -0.00861 -4.68077
H 1.41921 -0.10078 -5.87431
H 2.08207 -0.44445 -4.27701
H -0.07959 -1.88008 -5.11774
H 0.02766 -1.31574 -3.45115
H -1.50887 0.02588 -5.71524
H -1.99499 -0.21499 -4.01206
O 1.55166 -5.76380 2.92729
C 2.09618 -5.71653 3.99237
O 2.77120 -6.76090 4.52467
C 3.21543 -6.43145 5.85198
C 3.24572 -4.91296 5.89688
C 2.10865 -4.54577 4.95071
H 2.50786 -6.85484 6.56874
H 4.19462 -6.87339 6.02296
H 3.13495 -4.51009 6.90214
H 4.19185 -4.54920 5.49200
H 1.14621 -4.50195 5.46316
H 2.29623 -3.61484 4.42188
O -4.55579 5.13689 3.80028
C -5.58599 4.99008 3.20899
O -6.77726 5.42900 3.67839
C -7.83525 5.00710 2.80088
C -7.16424 4.74707 1.46262
C -5.78006 4.27331 1.88977
H -8.29291 4.10725 3.21843
H -8.58854 5.78991 2.74435
H -7.70526 4.03545 0.84136
H -7.07661 5.68103 0.90434
H -5.75080 3.19707 2.06839
H -5.01001 4.55788 1.17709
O 3.64378 -0.61316 -5.92891
C 4.69010 -0.09687 -5.66042
O 5.08515 0.14319 -4.38871
C 6.32703 0.86822 -4.38992
C 6.95465 0.57962 -5.74337
C 5.72772 0.41663 -6.63348
H 6.10831 1.92935 -4.25012
H 6.94395 0.52519 -3.56226
H 7.64244 1.35658 -6.07258
H 7.50604 -0.36151 -5.70281
H 5.38620 1.37029 -7.03950
H 5.89148 -0.29738 -7.43580
*
```

Mulliken population analysis, charges in e, atoms 1 to 6: -1.272, 0.075, 0.409, -0.401, 0.590, -0.288


For each record above, in turn, the calculated electronic energy values are -9967.9892; -45245.1626; -20901.3640; -14838.3249; -14431.7794; -69699.2481 eV.
For each record above, in turn, the calculated strongest force on any atom values are 0.0520; 0.1536; 0.1352; 0.0729; 0.1278; 0.0714 hartree/bohr.